A 2-piece molecular cluster, C4H8O2S overall at a distorted geometry, computed with ωB97M-V/def2-TZVPD.

Values from the calculation:
**HOMO (alpha / beta)**: -9.519 / -9.519 eV
**2S+1**: 1
**Energy above the lowest of the compared OMol25 structures with the same formula, charge and spin**: 2.708 eV
**Energy**: -705.7961 Ha
**LUMO energy (alpha / beta)**: 0.0 / -0.1 eV
**M**: 120.2 g/mol

```
15
C4H8O2S ωB97M-V/def2-TZVPD
O 1.216 -0.124 -0.009
H -0.137 -1.627 1.649
H 0.943 -1.684 -1.326
O -0.676 -2.282 -0.198
C -0.565 1.042 1.397
H -0.059 0.631 2.267
C 1.500 -0.734 -1.200
S -1.498 0.411 -1.129
C -0.506 -1.422 0.637
C -0.668 -0.002 0.331
H 1.291 -0.094 -2.069
H 0.030 1.877 1.029
H -1.609 -0.868 -1.514
H 2.563 -1.001 -1.191
H -1.549 1.409 1.674
```


C13H10CdCl2N3O2 as an isolated structure at a distorted geometry, computed with ωB97M-V/def2-TZVPD.

Values from the calculation:
**Charge**: +1
**HOMO**: -12.111 eV
**2S+1**: 1
**Energy**: -1904.0385 Ha
**LUMO energy**: -5.2 eV
**M**: 423.6 g/mol

```
31
C13H10CdCl2N3O2 ωB97M-V/def2-TZVPD
Cl -0.888 0.007 -3.234
C -0.139 1.662 -3.436
C 0.122 -2.405 -0.474
O 2.946 0.487 1.060
C 1.745 2.711 2.084
H -3.178 -2.589 -0.058
C -0.707 -4.511 -1.305
Cd -1.301 0.325 -0.115
Cl -0.419 2.656 -1.981
H 1.384 -3.974 -1.142
C 1.097 3.800 2.693
O 2.395 -1.994 -0.281
H -2.033 2.580 2.341
H -0.901 4.517 3.222
H -2.861 -4.751 -1.097
H -0.570 2.147 -4.294
N -1.158 -2.015 -0.245
H 2.833 2.647 2.074
N 0.905 -0.247 0.174
C -0.279 3.759 2.774
H 0.954 1.531 -3.520
N -0.322 1.749 1.460
C -2.172 -2.896 -0.375
H 1.675 4.651 3.064
H -0.547 -5.451 -1.820
C 1.721 0.568 0.854
C 1.247 -1.527 -0.176
C 1.026 1.703 1.466
C 0.354 -3.683 -0.968
C -1.985 -4.145 -0.935
C -0.944 2.687 2.188
```


C35H36As2B2CrF4N5O4S as an isolated structure, computed with ωB97M-V/def2-TZVPD.

Values from the calculation:
**Charge**: +1
**HOMO (alpha / beta)**: -11.478 / -11.389 eV
**2S+1**: 5
**Energy above the lowest of the compared OMol25 structures with the same formula, charge and spin**: 0.000 eV
**Energy**: -8293.4589 Ha
**LUMO energy (alpha / beta)**: -3.8 / -6.1 eV
**M**: 922.2 g/mol

```
90
C35H36As2B2CrF4N5O4S ωB97M-V/def2-TZVPD
C -1.956 6.743 0.893
H 2.599 2.514 -3.037
H -3.940 -0.442 2.924
H -2.117 5.016 -2.007
C 2.260 -1.115 0.866
C 5.200 -0.901 -1.493
H -2.020 2.982 3.380
C 1.875 2.295 -2.254
H 1.082 -4.107 -0.476
N -0.073 -1.454 3.015
C -3.974 0.015 1.933
H -2.238 7.700 1.313
C 0.431 0.062 -6.956
O 0.401 1.931 2.515
H -0.399 3.877 1.765
C 1.813 -3.552 0.103
C -4.763 2.024 -1.997
H 2.628 1.368 -4.753
C 5.246 -2.135 -2.128
C -1.874 5.233 -0.973
C -2.600 0.340 1.463
H 0.260 -0.007 -8.022
H 0.190 3.095 -3.378
H -1.281 -1.122 -6.441
H -1.451 1.897 -3.969
C -2.235 6.458 -0.437
H 6.149 -2.730 -2.089
H -3.549 1.310 -5.076
H -5.682 1.369 -3.820
H 1.892 -4.001 1.096
C 0.858 0.253 -4.212
C 0.631 3.167 -2.383
H 2.790 -3.620 -0.375
H -2.738 7.187 -1.058
O -2.707 -1.214 -0.148
H -3.103 1.643 3.798
N 1.811 0.089 0.830
As -0.744 2.635 -1.080
H -5.696 2.069 -1.451
C -2.091 1.899 3.497
H 4.062 -0.660 1.909
H 2.349 2.452 -1.288
C 1.403 -2.128 0.220
C -2.374 2.319 -2.067
C 1.747 0.849 -5.107
F -2.609 -2.816 -1.811
C 4.046 -0.132 -1.548
S -0.673 -1.985 5.698
C -0.227 -0.468 -4.699
O 2.492 0.995 1.568
H 4.094 -2.176 0.974
H 2.128 -2.194 -3.446
C 3.485 -1.524 1.601
C 2.984 -1.833 -2.888
C -1.705 1.231 2.226
C -0.435 -0.558 -6.070
C -0.932 4.578 1.143
H -4.563 0.931 2.016
H -1.389 1.621 4.285
Cr -0.086 0.337 0.021
As 1.301 0.429 -2.323
H -1.074 6.025 2.711
C 4.138 -2.601 -2.824
O -0.654 -2.531 -0.624
F 2.439 2.971 2.736
H 4.174 -3.559 -3.327
C -2.371 1.939 -3.402
H 0.853 4.216 -2.186
C 2.937 -0.596 -2.251
H 4.021 0.826 -1.040
C -3.578 2.366 -1.366
F 1.466 2.893 0.634
C -3.561 1.602 -4.034
C -1.307 5.804 1.678
N -2.048 -0.207 0.441
H 3.193 -2.093 2.488
H -0.912 -0.954 -4.025
H 2.224 1.229 -7.157
C -4.755 1.637 -3.331
B -1.875 -1.861 -1.201
N -0.508 1.287 1.767
H -3.596 2.693 -0.332
F -1.429 -0.815 -2.033
C 1.529 0.761 -6.473
C -1.221 4.286 -0.184
C -0.322 -1.677 4.134
N 0.259 -1.676 -0.141
H 6.065 -0.532 -0.958
H -4.459 -0.667 1.243
B 1.730 2.233 1.851
```


C48H37ClN5O5PS3V as an isolated structure at a distorted geometry, computed with ωB97M-V/def2-TZVPD.

Values from the calculation:
**Charge**: -2
**HOMO (alpha / beta)**: -1.378 / -2.017 eV
**2S+1**: 2
**Energy above the lowest of the compared OMol25 structures with the same formula, charge and spin**: 0.241 eV
**Energy**: -5441.3930 Ha
**LUMO energy (alpha / beta)**: 3.7 / 3.7 eV
**M**: 977.4 g/mol

```
101
C48H37ClN5O5PS3V ωB97M-V/def2-TZVPD
H -5.916 2.913 -0.695
H -3.638 2.754 -1.610
H 5.691 -4.521 -0.028
H -4.292 3.106 3.263
C -5.029 -1.716 1.988
H 3.064 -5.788 3.959
H 1.913 2.321 3.458
C 5.017 -6.150 1.202
C 1.537 3.019 2.722
H 5.825 -6.870 -0.518
C -1.481 -2.600 -2.369
C -2.499 -1.206 0.833
N -1.280 -1.016 0.271
Cl 2.752 -1.532 -0.522
H 4.648 4.452 -3.303
C -1.203 6.311 -3.490
H -1.740 -1.445 2.827
H -1.631 -3.964 0.077
C -4.154 3.061 2.189
C 0.946 0.032 -3.293
C 3.783 3.278 -1.719
H -5.994 -1.936 2.429
H -2.308 7.383 -1.989
N 0.002 -3.072 1.070
C 2.239 1.579 -2.379
O -0.207 0.564 2.761
H -2.639 -3.835 -3.674
S 0.116 -4.640 3.115
C 3.324 2.960 -4.070
H -1.202 7.136 -4.193
H -3.937 -1.935 3.827
H -1.764 -5.767 1.977
C -3.680 -1.155 0.065
H 0.174 5.445 0.082
C -1.243 -2.617 -4.768
C -2.668 2.898 0.303
O 2.244 -3.604 4.734
C -5.063 2.952 -0.028
C -1.068 -4.948 1.902
C -0.982 -4.019 0.934
H -6.255 3.121 1.754
H 5.269 -8.047 0.518
H 4.535 -2.792 1.316
C 0.041 -1.111 -3.380
P -1.017 2.757 -0.502
H 3.483 3.222 -5.108
S 2.807 -2.938 3.573
C 1.928 4.344 2.738
C -2.863 2.977 1.676
C 0.109 3.420 0.802
C -1.818 6.452 -2.249
C -3.871 -1.727 2.764
C 3.644 -5.527 3.084
C 0.451 1.053 1.779
O 0.968 0.331 0.910
C 3.976 3.639 -3.055
C 2.464 1.925 -3.719
N 5.687 -7.132 0.446
H 4.202 -7.547 2.609
C 0.713 -3.256 2.180
N 1.348 0.536 -2.187
H -1.501 -3.016 -5.741
S 1.553 0.865 -4.743
C 1.594 -2.792 -1.093
H -0.142 4.978 -4.798
H 0.158 -1.198 -5.530
C -4.915 -1.414 0.637
C -0.592 4.060 -2.911
C 1.420 5.215 1.786
C -1.805 5.404 -1.342
H -2.315 5.505 -0.391
C -2.631 -1.467 2.213
N 1.734 -2.472 2.520
V 0.287 -1.331 -0.246
H 2.776 1.950 -0.344
H 1.781 -2.952 -2.153
C 4.480 -3.835 1.600
O -0.685 1.577 3.697
H -2.007 -2.973 -1.502
C -3.781 2.860 -0.539
H -0.133 3.112 -3.174
C -0.313 -1.607 -4.640
C -1.857 -3.085 -3.607
C 4.286 -6.501 2.331
C 5.120 -4.804 0.850
H 1.726 6.255 1.773
H -5.803 -1.385 0.013
H -3.594 -0.907 -0.987
O 3.720 -1.847 3.799
C 0.642 2.549 1.764
H 1.785 -3.712 -0.542
C 3.736 -4.194 2.718
C -0.454 -1.650 -2.169
C -5.253 3.062 1.345
C -1.164 4.201 -1.649
H 4.312 3.807 -0.937
H -2.024 2.900 2.363
C -0.604 5.107 -3.826
C 0.524 4.753 0.838
C 2.924 2.251 -1.372
H 2.630 4.695 3.485
```